{"formula": "C35H78BN6O5", "method": "wB97M-V/def2-TZVPD", "elements": ["C", "C", "O", "N", "C", "B", "O", "O", "C", "N", "C", "C", "C", "O", "N", "C", "C", "C", "C", "C", "C", "C", "C", "C", "C", "O", "C", "N", "C", "C", "C", "C", "C", "H", "H", "H", "H", "H", "H", "H", "H", "H", "H", "H", "H", "H", "H", "H", "H", "H", "H", "H", "H", "H", "H", "H", "H", "H", "H", "H", "H", "H", "H", "H", "H", "H", "H", "H", "H", "H", "H", "H", "H", "H", "H", "H", "H", "H", "H", "H", "H", "C", "C", "N", "C", "C", "C", "C", "H", "H", "H", "H", "H", "H", "H", "H", "H", "H", "H", "H", "H", "H", "H", "C", "C", "N", "C", "C", "C", "C", "H", "H", "H", "H", "H", "H", "H", "H", "H", "H", "H", "H", "H", "H", "H"], "xyz": [[-0.54, -3.83, 2.57], [-0.19, -2.98, 1.37], [0.31, -1.70, 1.84], [1.33, -1.23, 1.04], [2.67, -1.75, 1.29], [2.85, -1.91, 2.87], [2.76, -3.15, 3.47], [3.14, -0.76, 3.53], [1.04, -0.34, 0.08], [1.94, 0.02, -0.85], [1.32, 0.90, -1.61], [1.92, 1.58, -2.78], [2.44, 2.99, -2.46], [3.82, 2.89, -2.19], [0.07, 1.12, -1.19], [-0.94, 2.01, -1.76], [-1.84, 1.36, -2.82], [-1.97, -0.17, -2.72], [-3.39, -0.71, -2.99], [-3.95, -1.52, -1.82], [-4.54, -0.62, -0.72], [-6.03, -0.31, -0.90], [-6.61, 0.46, 0.28], [-6.40, 1.97, 0.18], [-7.21, 2.76, 1.21], [-7.36, 2.07, 2.44], [-6.30, 2.28, 3.33], [-0.13, 0.32, -0.08], [-1.35, 0.36, 0.73], [-1.22, 1.08, 2.07], [-2.42, 1.99, 2.39], [-2.11, 3.44, 2.03], [-2.79, 1.88, 3.87], [-1.09, -3.25, 3.31], [-1.19, -4.65, 2.25], [0.35, -4.27, 3.02], [-1.08, -2.80, 0.75], [0.57, -3.45, 0.74], [3.36, -1.00, 0.92], [2.84, -2.68, 0.74], [2.15, -3.21, 4.21], [3.16, -0.87, 4.49], [2.76, 0.97, -3.11], [1.19, 1.62, -3.60], [2.27, 3.64, -3.33], [1.91, 3.42, -1.61], [4.08, 3.53, -1.52], [-1.52, 2.43, -0.94], [-0.38, 2.85, -2.18], [-2.83, 1.82, -2.74], [-1.45, 1.62, -3.80], [-1.29, -0.63, -3.44], [-1.67, -0.53, -1.73], [-4.06, 0.12, -3.21], [-3.38, -1.34, -3.89], [-3.15, -2.14, -1.40], [-4.72, -2.22, -2.17], [-3.99, 0.33, -0.72], [-4.39, -1.07, 0.27], [-6.16, 0.28, -1.81], [-6.56, -1.25, -1.05], [-7.69, 0.26, 0.35], [-6.17, 0.09, 1.21], [-5.33, 2.21, 0.30], [-6.69, 2.30, -0.82], [-8.22, 2.95, 0.83], [-6.74, 3.73, 1.40], [-6.58, 1.81, 4.28], [-6.12, 3.35, 3.50], [-5.37, 1.81, 2.98], [-2.10, 0.86, 0.11], [-1.70, -0.66, 0.84], [-0.30, 1.69, 2.04], [-1.06, 0.35, 2.86], [-3.28, 1.66, 1.79], [-2.97, 4.09, 2.22], [-1.84, 3.56, 0.98], [-1.28, 3.81, 2.64], [-1.92, 2.07, 4.49], [-3.15, 0.87, 4.11], [-3.57, 2.59, 4.14], [-0.11, -5.22, -7.74], [0.69, -4.25, -6.89], [-0.14, -3.24, -6.25], [0.62, -2.14, -5.68], [1.57, -2.43, -4.51], [-1.23, -3.74, -5.44], [-0.90, -4.69, -4.27], [-0.73, -4.68, -8.46], [0.57, -5.87, -8.30], [-0.76, -5.86, -7.15], [1.40, -3.72, -7.53], [1.30, -4.83, -6.17], [-0.10, -1.38, -5.38], [1.20, -1.70, -6.49], [1.03, -2.64, -3.59], [2.21, -1.56, -4.34], [2.22, -3.28, -4.72], [-1.93, -4.25, -6.10], [-1.77, -2.87, -5.06], [-0.20, -5.47, -4.58], [-1.81, -5.18, -3.93], [-0.46, -4.17, -3.42], [6.31, 0.50, 2.48], [7.08, 1.62, 3.15], [6.21, 2.57, 3.84], [6.89, 3.79, 4.23], [8.01, 3.69, 5.27], [5.31, 1.99, 4.81], [5.92, 1.15, 5.95], [5.53, 0.90, 1.83], [6.99, -0.10, 1.87], [5.84, -0.17, 3.20], [7.62, 2.19, 2.38], [7.85, 1.18, 3.80], [6.13, 4.49, 4.59], [7.30, 4.24, 3.32], [7.63, 3.49, 6.27], [8.56, 4.63, 5.31], [8.73, 2.91, 5.02], [4.59, 1.36, 4.27], [4.72, 2.81, 5.24], [6.65, 0.44, 5.58], [5.13, 0.58, 6.45], [6.40, 1.77, 6.71]], "lowdin_charge": [-0.05, -0.19, -0.09, -0.06, 0.01, -0.63, 0.17, 0.18, -0.23, 0.25, -0.25, -0.07, -0.24, -0.04, 0.03, -0.09, -0.13, -0.17, -0.18, -0.20, -0.22, -0.20, -0.20, -0.18, -0.22, -0.19, -0.11, 0.07, -0.10, -0.12, -0.43, -0.06, -0.08, 0.09, 0.09, 0.07, 0.11, 0.13, 0.12, 0.13, 0.11, 0.12, 0.13, 0.12, 0.12, 0.12, 0.10, 0.11, 0.13, 0.11, 0.11, 0.09, 0.08, 0.11, 0.10, 0.10, 0.11, 0.09, 0.11, 0.11, 0.12, 0.12, 0.11, 0.09, 0.12, 0.13, 0.12, 0.10, 0.09, 0.06, 0.09, 0.11, 0.13, 0.11, 0.11, 0.08, 0.06, 0.09, 0.09, 0.09, 0.07, -0.09, -0.27, -0.20, -0.25, -0.08, -0.24, -0.08, 0.08, 0.08, 0.07, 0.12, 0.10, 0.09, 0.11, 0.05, 0.06, 0.07, 0.10, 0.10, 0.07, 0.07, 0.05, -0.09, -0.27, -0.20, -0.25, -0.08, -0.25, -0.08, 0.08, 0.08, 0.05, 0.12, 0.10, 0.11, 0.11, 0.06, 0.07, 0.07, 0.08, 0.11, 0.07, 0.07, 0.06], "total_charge": 1, "lumo_ha": -0.0734, "homo_lumo_gap_ev": 7.72}


{"formula": "C35H79N5O5", "method": "wB97M-V/def2-TZVPD", "elements": ["C", "C", "C", "C", "C", "C", "C", "C", "C", "N", "O", "H", "H", "H", "H", "H", "H", "H", "H", "H", "H", "H", "H", "H", "H", "H", "H", "H", "H", "H", "C", "C", "C", "C", "C", "C", "C", "C", "C", "N", "O", "H", "H", "H", "H", "H", "H", "H", "H", "H", "H", "H", "H", "H", "H", "H", "H", "H", "H", "H", "C", "C", "C", "C", "C", "C", "C", "C", "C", "N", "O", "H", "H", "H", "H", "H", "H", "H", "H", "H", "H", "H", "H", "H", "H", "H", "H", "H", "H", "H", "C", "O", "C", "C", "C", "N", "H", "H", "H", "H", "H", "H", "H", "H", "H", "H", "H", "C", "O", "C", "C", "C", "N", "H", "H", "H", "H", "H", "H", "H", "H", "H", "H", "H"], "xyz": [[-5.92, 0.65, -0.25], [-5.36, 2.05, -0.71], [-6.39, 3.06, -0.20], [-4.07, 2.14, 0.10], [-3.22, 3.34, -0.51], [-3.06, 3.27, -2.02], [-4.38, 3.08, -2.86], [-5.19, 4.39, -3.08], [-3.86, 2.49, -4.28], [-5.16, 2.01, -2.15], [-6.22, 1.62, -2.82], [-6.87, 0.31, -0.68], [-5.35, -0.19, -0.65], [-5.98, 0.56, 0.84], [-6.47, 3.16, 0.88], [-6.15, 4.06, -0.56], [-7.44, 2.99, -0.48], [-4.05, 2.20, 1.19], [-3.50, 1.26, -0.20], [-3.74, 4.29, -0.36], [-2.25, 3.43, -0.03], [-2.38, 2.48, -2.34], [-2.72, 4.25, -2.36], [-6.26, 4.32, -3.28], [-4.73, 4.90, -3.94], [-5.10, 5.10, -2.26], [-3.29, 3.21, -4.87], [-4.79, 2.30, -4.80], [-3.23, 1.60, -4.23], [-5.97, 0.82, -3.28], [2.89, 1.40, 4.25], [3.68, 0.58, 5.26], [4.91, 1.37, 5.87], [2.75, 0.35, 6.50], [3.16, -0.81, 7.47], [3.37, -2.04, 6.66], [4.48, -1.88, 5.56], [5.89, -1.74, 6.25], [4.43, -3.14, 4.65], [4.16, -0.74, 4.75], [5.11, -0.70, 3.75], [2.09, 0.79, 3.84], [2.31, 2.24, 4.64], [3.46, 1.93, 3.49], [5.68, 1.12, 6.61], [5.56, 1.66, 5.04], [4.56, 2.38, 6.11], [2.81, 1.19, 7.19], [1.68, 0.37, 6.33], [3.96, -0.66, 8.19], [2.24, -0.85, 8.07], [2.41, -2.39, 6.29], [3.74, -2.91, 7.22], [5.96, -0.86, 6.90], [6.60, -1.60, 5.44], [6.23, -2.65, 6.75], [3.73, -3.03, 3.81], [4.22, -4.00, 5.27], [5.39, -3.35, 4.18], [4.74, -0.86, 2.88], [1.15, 1.63, -0.49], [1.81, 2.01, -1.82], [0.75, 2.56, -2.91], [2.81, 3.10, -1.56], [4.20, 2.73, -1.07], [4.81, 1.51, -1.73], [3.81, 0.30, -1.71], [4.34, -0.91, -2.59], [3.77, -0.28, -0.31], [2.52, 0.77, -2.34], [1.72, -0.22, -2.84], [1.90, 1.11, 0.10], [0.77, 2.50, 0.06], [0.34, 0.93, -0.69], [1.35, 2.91, -3.74], [0.02, 1.83, -3.27], [0.22, 3.47, -2.63], [2.98, 3.71, -2.45], [2.35, 3.84, -0.90], [4.97, 3.46, -1.32], [4.18, 2.63, 0.01], [5.81, 1.39, -1.32], [4.99, 1.74, -2.78], [3.78, -1.84, -2.67], [5.41, -1.09, -2.60], [4.38, -0.59, -3.63], [2.85, -0.85, -0.23], [4.04, 0.32, 0.57], [4.50, -1.08, -0.21], [1.37, -0.52, -2.00], [-1.05, -1.42, -0.33], [-1.00, -2.79, 0.06], [0.39, -3.05, 0.24], [0.69, -4.60, 0.45], [2.05, -4.94, 0.93], [0.45, -5.38, -0.71], [-2.01, -1.13, -0.77], [-0.35, -1.15, -1.12], [-0.85, -0.68, 0.44], [0.90, -2.76, -0.67], [0.63, -2.51, 1.16], [0.00, -4.99, 1.20], [2.03, -5.86, 1.51], [2.41, -4.07, 1.48], [2.76, -5.17, 0.14], [-0.35, -5.06, -1.23], [0.17, -6.26, -0.31], [-1.93, -2.67, -4.01], [-2.88, -2.03, -3.32], [-3.88, -1.38, -4.07], [-5.31, -1.75, -3.90], [-5.56, -3.09, -4.55], [-6.31, -0.79, -4.32], [-1.27, -1.91, -4.41], [-2.39, -3.25, -4.81], [-1.45, -3.38, -3.33], [-3.71, -0.36, -3.72], [-3.69, -1.13, -5.11], [-5.53, -1.92, -2.84], [-6.59, -3.47, -4.60], [-4.97, -3.89, -4.11], [-5.20, -3.11, -5.58], [-6.03, -0.24, -5.12], [-7.20, -1.21, -4.55]], "lowdin_charge": [-0.04, -0.49, -0.04, -0.11, -0.16, -0.15, -0.41, -0.03, -0.02, -0.16, -0.02, 0.07, 0.07, 0.08, 0.08, 0.06, 0.08, 0.12, 0.10, 0.10, 0.10, 0.09, 0.11, 0.08, 0.07, 0.07, 0.08, 0.07, 0.05, 0.04, -0.04, -0.44, -0.04, -0.13, -0.18, -0.15, -0.49, -0.02, -0.03, -0.13, -0.02, 0.09, 0.08, 0.08, 0.07, 0.07, 0.07, 0.11, 0.11, 0.11, 0.11, 0.12, 0.11, 0.05, 0.08, 0.08, 0.07, 0.08, 0.08, 0.10, -0.02, -0.45, -0.01, -0.15, -0.19, -0.14, -0.44, -0.05, -0.06, -0.13, 0.00, 0.06, 0.09, 0.06, 0.07, 0.06, 0.07, 0.11, 0.12, 0.11, 0.10, 0.12, 0.12, 0.08, 0.08, 0.07, 0.07, 0.07, 0.08, 0.05, -0.12, -0.16, -0.17, -0.47, -0.08, 0.03, 0.08, 0.05, 0.08, 0.12, 0.13, 0.13, 0.08, 0.07, 0.08, 0.07, 0.08, -0.14, -0.16, -0.21, -0.43, -0.07, 0.05, 0.10, 0.09, 0.09, 0.10, 0.14, 0.14, 0.08, 0.08, 0.08, 0.09, 0.09], "lumo_ha": 0.0202, "homo_lumo_gap_ev": 8.27, "smiles": "CC1(C)CCCC(C)(C)N1O.CC1(C)CCCC(C)(C)N1O.CC1(C)CCCC(C)(C)N1O.COC[C@H](C)N.COC[C@H](C)N"}